This record from the OMol25 dataset describes 2 unconnected molecules or ions with the total composition C14H25F3N2O4S. The level of theory is wB97M-V/def2-TZVPD.

ORCA input file:
```
! wB97M-V def2-TZVPD RIJCOSX def2/J DEFGRID3
* xyz -1 2
C 3.928 -1.099 0.634
C 2.823 -0.013 0.330
C 3.317 1.286 -0.484
N 1.561 -0.023 0.704
C 0.688 -0.886 -0.083
S 0.967 -2.731 0.196
O 1.411 -2.933 1.617
O 2.024 -3.265 -0.755
C -0.543 -3.788 -0.076
F -1.472 -3.626 0.973
F -1.130 -3.602 -1.327
F -0.166 -5.143 -0.011
C -0.818 -0.578 0.455
C -1.254 0.933 0.167
C -0.819 1.960 1.333
C -2.880 0.940 0.218
N -0.883 1.452 -1.183
O -0.043 2.450 -1.151
C -0.503 0.389 -2.147
C -1.792 -0.406 -2.732
C 0.102 1.159 -3.438
C 0.654 -0.597 -1.656
H 3.708 -1.759 1.525
H 4.920 -0.544 0.791
H 4.119 -1.785 -0.266
H 3.934 1.905 0.255
H 2.401 1.905 -0.729
H 3.874 1.023 -1.433
H -1.597 -1.248 -0.026
H -0.845 -0.764 1.584
H -1.293 2.982 1.131
H 0.301 2.129 1.373
H -1.159 1.544 2.358
H -3.333 0.895 -0.831
H -3.218 1.928 0.690
H -3.293 0.118 0.888
H -2.647 0.334 -2.821
H -1.488 -0.692 -3.800
H -2.067 -1.316 -2.120
H 0.253 0.429 -4.311
H -0.551 2.015 -3.784
H 1.150 1.568 -3.219
H 0.443 -1.607 -2.162
H 1.625 -0.228 -2.104
C -2.085 1.879 5.054
O -2.201 2.620 3.949
H -1.066 1.503 5.309
H -2.381 2.355 6.018
H -2.676 0.933 5.096
*
```

Computed properties:
LUMO energy (spin up / spin down) ... 1.72 / 1.71 eV
HOMO-LUMO gap (spin up / spin down) ... 4.013 / 4.003 eV

---

This record from the OMol25 dataset describes 6 unconnected molecules or ions with the total composition C14H25F3O22S5. The level of theory is wB97M-V/def2-TZVPD.

ORCA input file:
```
! wB97M-V def2-TZVPD RIJCOSX def2/J DEFGRID3
* xyz 1 2
C -29.135 -5.077 -3.488
C -29.672 -3.663 -3.756
O -30.997 -3.637 -3.270
C -31.274 -3.467 -1.837
O -30.323 -3.201 -1.074
C -32.635 -3.625 -1.287
F -32.539 -4.497 -0.251
F -33.001 -2.457 -0.886
F -33.518 -4.087 -2.240
H -29.043 -5.312 -2.428
H -28.176 -5.175 -3.997
H -29.844 -5.819 -3.855
H -29.776 -3.462 -4.822
H -29.124 -2.788 -3.405
C -26.509 -2.452 -7.491
C -26.096 -3.491 -8.547
O -27.346 -4.168 -8.861
S -28.322 -4.319 -7.473
O -27.878 -5.497 -6.752
O -29.697 -4.022 -7.664
O -27.688 -2.931 -6.845
H -26.658 -1.454 -7.904
H -25.719 -2.454 -6.740
H -25.270 -4.143 -8.261
H -25.595 -3.041 -9.404
C -36.626 -1.902 -2.618
C -36.701 -0.748 -1.579
O -36.052 -1.230 -0.366
S -36.303 -2.853 -0.257
O -37.676 -3.108 0.239
O -35.217 -3.491 0.399
O -36.177 -3.003 -1.923
H -36.036 -1.767 -3.524
H -37.651 -2.025 -2.966
H -37.772 -0.658 -1.394
H -36.273 0.082 -2.140
C -33.827 -4.485 -6.768
C -32.467 -4.669 -6.228
O -31.786 -3.432 -6.083
S -32.779 -2.181 -6.697
O -32.631 -1.990 -8.147
O -32.751 -1.069 -5.747
O -34.080 -3.120 -6.415
H -34.658 -5.059 -6.357
H -33.725 -4.502 -7.854
H -31.996 -5.311 -6.972
H -32.339 -5.252 -5.316
C -29.590 -7.482 1.036
C -30.207 -7.774 -0.315
O -30.746 -9.086 -0.226
S -30.933 -9.607 1.406
O -29.886 -10.626 1.728
O -32.359 -9.908 1.683
O -30.517 -8.108 1.936
H -29.515 -6.398 1.127
H -28.572 -7.837 1.196
H -29.545 -7.430 -1.110
H -31.151 -7.237 -0.398
C -25.792 -3.698 -0.634
C -26.987 -2.725 -0.623
O -26.481 -1.730 -1.598
S -25.726 -2.337 -2.922
O -24.734 -1.410 -3.458
O -26.821 -2.754 -3.776
O -25.121 -3.559 -1.935
H -26.078 -4.733 -0.450
H -25.200 -3.307 0.193
H -27.241 -2.490 0.410
H -27.819 -3.244 -1.098
*
```

Computed properties:
LUMO energy (spin up / spin down) ... -4.11 / -10.35 eV
HOMO-LUMO gap (spin up / spin down) ... 9.011 / 2.776 eV

---

This record from the OMol25 dataset describes 3 unconnected molecules or ions with the total composition C14H25F4NO5P. The level of theory is wB97M-V/def2-TZVPD.

ORCA input file:
```
! wB97M-V def2-TZVPD RIJCOSX def2/J DEFGRID3
* xyz 1 1
O -1.316 -5.342 -0.452
P 0.133 -4.968 0.452
F -0.081 -5.557 2.101
C 1.676 -5.850 -0.355
C 3.082 -5.072 -0.114
C 4.426 -5.799 -0.794
C 4.010 -7.220 -1.551
C 2.509 -7.837 -1.673
N 1.350 -7.108 -1.079
C 0.296 -3.056 0.474
F 0.939 -2.659 1.766
F -1.104 -2.495 0.491
F 0.967 -2.496 -0.728
H -1.170 -5.235 -1.450
H 3.182 -4.057 0.505
H 5.511 -5.366 -0.729
H 4.892 -7.847 -2.045
H 2.329 -8.844 -2.265
C 2.226 0.027 0.237
O 3.226 1.032 0.363
C 3.623 1.569 -0.901
C 2.916 2.897 -1.196
O 1.503 2.718 -1.339
C 0.793 3.042 -0.149
H 1.750 -0.107 1.213
H 1.452 0.295 -0.487
H 2.692 -0.918 -0.059
H 3.448 0.842 -1.703
H 4.701 1.752 -0.847
H 3.287 3.286 -2.149
H 3.135 3.643 -0.422
H 0.684 4.129 -0.076
H 1.284 2.663 0.749
H -0.203 2.595 -0.214
C -2.903 5.391 0.185
O -3.016 3.972 0.139
C -3.191 3.396 1.436
C -4.666 3.087 1.721
O -5.449 4.284 1.778
C -6.133 4.543 0.557
H -3.090 5.781 -0.819
H -3.623 5.846 0.869
H -1.887 5.666 0.486
H -2.768 4.047 2.210
H -2.630 2.456 1.448
H -4.740 2.609 2.701
H -5.076 2.393 0.978
H -7.029 3.916 0.503
H -5.508 4.365 -0.320
H -6.441 5.592 0.555
*
```

Computed properties:
LUMO energy ... -5.94 eV
HOMO-LUMO gap ... 4.662 eV

---

This record from the OMol25 dataset describes a molecular structure, C14H25HgN5O6S. The level of theory is wB97M-V/def2-TZVPD.

ORCA input file:
```
! wB97M-V def2-TZVPD RIJCOSX def2/J DEFGRID3
* xyz 0 1
O 1.256 3.322 -3.325
H 1.827 2.561 -3.170
Hg 0.814 1.319 -0.979
N 1.007 -1.213 -0.074
N 1.914 -0.238 -2.512
N -0.874 1.028 1.248
N -0.433 3.141 -0.244
O 0.672 -1.721 1.076
O -0.979 0.005 2.104
O 0.034 4.251 -0.877
O 2.465 0.166 -3.537
C 2.065 -1.572 -2.179
C 1.577 -2.092 -0.931
C -1.367 2.159 1.713
C -1.130 3.329 0.867
C 1.673 -3.537 -0.563
H 0.677 -3.971 -0.415
H 2.230 -3.647 0.377
H 2.180 -4.103 -1.347
C 2.724 -2.362 -3.236
H 3.485 -1.723 -3.712
H 1.986 -2.587 -4.023
H 3.166 -3.287 -2.860
C -2.141 2.259 2.991
C -1.565 4.717 1.176
H -2.104 1.296 3.521
H -3.197 2.510 2.797
H -1.728 3.045 3.641
H -2.065 5.125 0.292
H -0.687 5.340 1.385
H -2.245 4.745 2.030
H -0.313 -0.679 1.740
H 0.612 3.867 -1.631
C 2.272 1.524 0.459
H 2.983 0.715 0.219
H 2.167 1.862 1.537
H 2.348 2.262 -0.332
O 2.892 -1.159 2.892
H 2.645 -0.636 3.700
H 2.091 -1.354 2.392
S -1.446 0.154 -2.023
C -2.002 -1.109 -1.069
N -2.735 -0.822 0.044
C -3.132 -1.711 0.973
C -2.830 -3.067 0.775
C -2.132 -3.441 -0.368
C -1.782 -2.506 -1.322
H -2.937 0.181 0.186
H -3.657 -1.328 1.827
H -3.120 -3.782 1.541
H -1.862 -4.490 -0.518
H -1.296 -2.748 -2.257
*
```

Computed properties:
LUMO energy (spin up / spin down) ... -2.54 / -1.59 eV
HOMO-LUMO gap (spin up / spin down) ... 4.893 / 5.893 eV

---

This record from the OMol25 dataset describes a molecular structure, C14H25IO7S2. The level of theory is wB97M-V/def2-TZVPD.

ORCA input file:
```
! wB97M-V def2-TZVPD RIJCOSX def2/J DEFGRID3
* xyz 0 1
O -0.145 4.208 4.605
C -1.018 3.800 3.801
O -1.355 4.345 2.492
C -2.706 3.839 2.317
C -3.519 4.132 0.968
C -3.117 3.233 -0.299
C -1.600 3.425 -0.813
S -1.132 1.830 -1.710
C -2.452 2.339 2.813
S -3.837 1.099 2.736
I -0.705 1.263 1.953
O -1.899 2.682 4.137
H -3.317 4.325 3.166
H -4.630 3.887 1.198
H -3.506 5.271 0.755
H -3.322 2.114 -0.126
H -3.793 3.588 -1.174
H -1.594 4.272 -1.594
H -0.853 3.666 0.023
H 0.260 1.763 -1.801
H -3.679 0.368 1.550
O 0.955 -1.533 0.519
C 1.992 -1.391 1.128
O 2.947 -0.569 0.653
C 4.113 -0.171 1.390
C 5.230 -1.181 1.229
C 2.274 -2.189 2.368
H 3.870 0.023 2.437
H 4.431 0.785 0.966
H 4.951 -2.157 1.631
H 6.133 -0.842 1.741
H 5.461 -1.330 0.170
H 2.706 -3.151 2.087
H 1.330 -2.360 2.891
H 2.926 -1.683 3.078
O -2.002 -1.369 -3.562
C -1.106 -2.157 -3.368
O -0.423 -2.676 -4.409
C 0.779 -3.449 -4.283
C 0.463 -4.914 -4.061
C -0.794 -2.645 -1.982
H 1.431 -3.038 -3.509
H 1.315 -3.336 -5.229
H -0.083 -5.070 -3.129
H 1.381 -5.505 -4.028
H -0.171 -5.293 -4.867
H -1.438 -3.494 -1.746
H -0.998 -1.836 -1.277
H 0.249 -2.918 -1.836
*
```

Computed properties:
LUMO energy ... -0.12 eV
HOMO-LUMO gap ... 8.388 eV